Model A:
Molecular formula: C3H6O3
Method: DFT, ωB97M-V/def2-TZVPD

```
12
C3H6O3 ωB97M-V/def2-TZVPD
C -0.28 0.17 1.88
C -0.47 -0.23 0.62
C 0.81 -0.29 -0.35
O 1.73 0.49 -0.22
O 0.87 -1.44 -1.04
H -1.00 -0.08 2.66
H 0.63 0.68 2.18
H -1.30 -0.88 0.37
H 0.02 -1.89 -1.11
O -0.57 0.99 -1.92
H 0.31 1.30 -2.19
H -0.75 1.18 -0.89
```

E_LUMO	0.60	eV
SMILES string	C=CC(=O)O.O
HOMO level	-10.545	eV



Model B:
Molecular formula: C3H6O3
Method: DFT, ωB97M-V/def2-TZVPD

```
12
C3H6O3 ωB97M-V/def2-TZVPD
O 1.57 -0.11 0.96
C 1.14 -0.30 -0.34
C 0.02 0.59 -0.76
O -1.60 -1.10 -0.23
C -1.46 -0.18 0.60
O -1.06 -0.12 1.76
H 0.80 -0.29 1.55
H 0.93 -1.34 -0.60
H 1.95 0.06 -1.01
H -0.44 0.45 -1.73
H 0.04 1.59 -0.34
H -1.76 0.86 0.16
```

E_LUMO (alpha / beta)	-2.30 / -2.30	eV
HOMO level (alpha / beta)	-10.040 / -10.040	eV



In terms of stability, model A leads; the second structure lies 0.1006 hartree higher.



Model A:
Molecular formula: C3H6O3
Method: DFT, ωB97M-V/def2-TZVPD

```
12
C3H6O3 ωB97M-V/def2-TZVPD
O 1.84 1.31 -0.10
C 1.13 0.61 0.58
C 0.39 -0.57 -0.02
O 0.56 -0.56 -1.41
C -1.10 -0.43 0.29
O -1.54 0.87 -0.01
H 0.98 0.80 1.66
H 0.79 -1.49 0.43
H 1.29 0.06 -1.58
H -1.65 -1.19 -0.29
H -1.29 -0.61 1.35
H -1.33 1.03 -0.94
```

E_LUMO	0.79	eV
SMILES string	O=C[C@H](O)CO
HOMO level	-10.499	eV



Model B:
Molecular formula: C3H6O3
Method: DFT, ωB97M-V/def2-TZVPD

```
12
C3H6O3 ωB97M-V/def2-TZVPD
C -0.34 -0.14 -0.91
C -0.90 0.19 -2.06
O -0.46 1.27 -2.77
H -0.75 -0.98 -0.36
H 0.43 0.47 -0.49
H -1.74 -0.35 -2.49
H -1.00 1.37 -3.58
O 0.05 0.47 3.51
C 0.59 -0.16 2.67
O 1.79 -0.76 2.84
H 0.19 -0.32 1.65
H 2.12 -1.05 1.99
```

E_LUMO	0.57	eV
SMILES string	C=CO.O=CO
HOMO level	-9.469	eV



Model C:
Molecular formula: C3H6O3
Method: DFT, ωB97M-V/def2-TZVPD

```
12
C3H6O3 ωB97M-V/def2-TZVPD
C 1.20 1.18 0.26
C 1.39 -0.22 -0.33
O 2.33 -0.76 -0.74
O 0.14 -0.87 -0.65
C -1.47 -1.19 -0.06
O -1.89 -0.07 0.58
H 0.95 1.17 1.34
H 0.23 1.59 -0.28
H 2.15 1.80 0.13
H -1.89 -1.40 -1.05
H -1.23 -2.04 0.63
H -1.90 0.81 0.17
```

E_LUMO	0.44	eV
SMILES string	CC(=O)OCO
HOMO level	-9.902	eV



Model D:
Molecular formula: C3H6O3
Method: DFT, ωB97M-V/def2-TZVPD

```
12
C3H6O3 ωB97M-V/def2-TZVPD
C -0.99 -0.64 -0.62
O -0.29 -1.27 0.40
C 0.20 -0.25 1.25
O 1.09 0.64 0.61
C 0.71 0.83 -0.75
O -0.69 0.72 -0.89
H -0.89 -1.25 -1.48
H -2.02 -0.64 -0.39
H -0.67 0.32 1.63
H 0.81 -0.52 2.05
H 1.11 1.78 -0.92
H 1.15 -0.07 -1.15
```

E_LUMO	0.98	eV
SMILES string	C1OCOCO1
HOMO level	-9.965	eV



In terms of stability, model A leads; the second structure lies 0.0144 hartree higher.



Model A:
Molecular formula: C5H10S
Method: DFT, ωB97M-V/def2-TZVPD

```
16
C5H10S ωB97M-V/def2-TZVPD
C 0.59 -0.61 1.12
C -0.71 -0.32 0.52
C -1.42 -1.55 0.81
C 0.29 1.65 -1.27
C 1.48 1.97 -1.95
H 0.63 -0.12 2.34
H 0.52 -2.12 1.10
H 1.74 -0.20 0.14
H -1.38 0.52 0.86
H -2.35 -1.69 0.09
H -0.92 -2.75 0.84
H -1.64 -1.62 1.87
H -0.45 2.34 -0.67
H 2.12 3.03 -1.76
H 1.89 1.42 -2.81
S -0.41 0.04 -1.21
```

E_LUMO	0.76	eV
HOMO level	-8.276	eV



Model B:
Molecular formula: C5H10S
Method: DFT, ωB97M-V/def2-TZVPD

```
16
C5H10S ωB97M-V/def2-TZVPD
C -2.69 -0.95 -0.08
C -1.43 -0.65 -0.37
C -0.61 0.32 0.44
C 0.59 0.98 -0.38
C 2.07 0.55 -0.09
S 2.44 -1.23 -0.07
H -3.12 -0.53 0.86
H -3.21 -1.62 -0.77
H -0.77 -1.25 -1.03
H -0.17 -0.23 1.33
H -1.29 1.19 0.81
H 0.40 0.78 -1.47
H 0.61 2.03 -0.21
H 2.66 0.85 -0.94
H 2.45 1.18 0.77
H 2.09 -1.42 1.21
```

E_LUMO	0.94	eV
SMILES string	C=CCCCS
HOMO level	-9.172	eV



Model C:
Molecular formula: C5H10S
Method: DFT, ωB97M-V/def2-TZVPD

```
16
C5H10S ωB97M-V/def2-TZVPD
C 0.54 -0.50 1.25
C -0.07 0.28 0.16
C -0.16 1.79 0.62
C 0.48 -0.29 -1.20
C -0.69 -1.27 -1.33
S -1.76 -0.47 0.02
H 0.49 -1.59 1.02
H -0.03 -0.36 2.18
H 1.64 -0.19 1.46
H -0.72 2.28 -0.16
H 0.86 2.28 0.81
H -0.75 1.82 1.51
H 0.52 0.42 -1.99
H 1.43 -0.74 -0.99
H -1.21 -1.17 -2.33
H -0.58 -2.30 -1.06
```

E_LUMO	0.92	eV
SMILES string	CC1(C)CCS1
HOMO level	-8.414	eV



Model D:
Molecular formula: C5H10S
Method: DFT, ωB97M-V/def2-TZVPD

```
16
C5H10S ωB97M-V/def2-TZVPD
C -2.29 -1.13 -0.08
C -1.65 0.02 -0.17
C -0.47 0.21 0.72
C 0.52 0.75 -0.28
C 2.01 0.73 0.03
S 2.72 -0.93 0.05
H -1.80 -1.93 0.50
H -3.30 -1.25 -0.37
H -2.21 0.88 -0.64
H -0.18 -0.82 1.05
H -0.61 0.85 1.62
H 0.34 -0.04 -1.13
H 0.19 1.77 -0.56
H 2.39 1.21 -0.85
H 2.43 1.20 1.00
H 1.91 -1.52 -0.91
```

E_LUMO	1.03	eV
SMILES string	C=CCCCS
HOMO level	-8.889	eV



In terms of stability, model C leads; the second structure lies 0.0148 hartree higher.



Model A:
Molecular formula: C4H8Cl2
Method: DFT, ωB97M-V/def2-TZVPD

```
14
C4H8Cl2 ωB97M-V/def2-TZVPD
C 0.88 0.95 0.95
C 0.88 -0.63 -1.08
C -1.81 -0.45 0.50
C 0.23 0.42 -0.25
Cl -2.23 -1.77 -0.56
Cl -0.52 1.63 -1.32
H 1.26 0.05 1.58
H 0.29 1.72 1.45
H 1.87 1.32 0.68
H 2.06 -0.58 -0.89
H 0.62 -0.47 -2.18
H 0.57 -1.66 -0.83
H -1.47 -0.81 1.47
H -2.63 0.28 0.48
```

E_LUMO (alpha / beta)	0.44 / 0.44	eV
HOMO level (alpha / beta)	-8.236 / -8.237	eV



Model B:
Molecular formula: C4H8Cl2
Method: DFT, ωB97M-V/def2-TZVPD

```
14
C4H8Cl2 ωB97M-V/def2-TZVPD
C 0.46 0.04 -2.02
C -0.07 -0.61 -0.62
C 0.77 -1.41 0.14
C -0.76 0.33 0.36
H 0.13 -0.85 -3.10
H -0.15 1.29 -2.01
H 1.64 0.23 -1.79
H -0.86 -1.20 -0.95
H -0.04 -1.84 0.79
H 1.25 -2.28 -0.35
H -1.58 -0.23 0.82
H -0.10 0.96 1.05
Cl 2.02 -0.72 1.27
Cl -2.18 1.54 -0.19
```

E_LUMO	0.58	eV
HOMO level	-10.537	eV



In terms of stability, model A leads; the second structure lies 0.0393 hartree higher.



Model A:
Molecular formula: C6H14NO
Method: DFT, ωB97M-V/def2-TZVPD

```
22
C6H14NO ωB97M-V/def2-TZVPD
C -1.64 -0.07 1.79
N -1.64 -0.70 0.48
C -2.49 -1.88 0.42
C -0.33 -0.85 -0.15
C -0.12 0.41 -1.07
C 1.34 0.59 -1.41
C 2.11 1.63 -0.45
O 3.16 1.06 0.21
H -2.56 -0.40 2.29
H -0.90 -0.45 2.52
H -1.80 1.01 1.73
H -3.49 -1.57 0.76
H -2.67 -2.11 -0.64
H -2.08 -2.75 0.94
H -0.26 -1.78 -0.71
H 0.58 -0.76 0.47
H -0.70 0.32 -1.98
H -0.52 1.27 -0.52
H 1.54 0.97 -2.41
H 1.93 -0.30 -1.21
H 1.34 1.87 0.33
H 2.42 2.57 -0.97
```

charge	-1
E_LUMO	3.39	eV
SMILES string	CN(C)CCCC[O-]
HOMO level	-1.945	eV



Model B:
Molecular formula: C6H14NO
Method: DFT, ωB97M-V/def2-TZVPD

```
22
C6H14NO ωB97M-V/def2-TZVPD
C 0.56 -1.60 -1.82
N 1.06 -0.67 -2.53
C 0.90 0.93 0.73
C 0.10 0.42 1.93
C -0.88 1.47 2.48
O -0.32 2.71 2.59
C 0.01 1.58 -0.32
C -0.32 -2.75 -2.31
H 0.79 -1.74 -0.74
H -0.06 -0.51 -2.12
H 1.53 0.17 0.26
H 1.53 1.72 1.15
H -0.43 -0.51 1.66
H 0.83 0.16 2.71
H -1.81 1.48 1.86
H -1.20 1.07 3.48
H -0.46 2.45 0.12
H -0.77 0.90 -0.71
H 0.56 1.85 -1.23
H -0.42 -2.78 -3.39
H 0.13 -3.68 -1.97
H -1.31 -2.66 -1.83
```

charge	-1
E_LUMO	3.13	eV
HOMO level	-2.228	eV



In terms of stability, model A leads; the second structure lies 0.0863 hartree higher.



Model A:
Molecular formula: C6H14NO
Method: DFT, ωB97M-V/def2-TZVPD

```
22
C6H14NO ωB97M-V/def2-TZVPD
C -0.48 1.27 1.96
C -0.77 0.46 0.71
C -2.07 1.02 0.03
C 0.38 0.61 -0.36
C 1.22 -0.66 -0.50
N 2.36 -0.44 -1.37
C 0.44 -1.96 -0.93
O 1.28 -2.88 -1.46
H -0.57 2.34 1.82
H 0.53 1.04 2.33
H -1.22 1.06 2.74
H -1.00 -0.58 0.90
H -2.36 0.23 -0.68
H -2.92 1.08 0.71
H -2.17 1.95 -0.54
H -0.17 0.76 -1.29
H 1.00 1.42 0.01
H 1.60 -0.91 0.53
H 3.20 -0.60 -0.84
H 2.29 -1.22 -2.04
H -0.21 -2.27 -0.07
H -0.37 -1.72 -1.67
```

charge	-1
E_LUMO	3.58	eV
SMILES string	CC(C)C[C@H](N)C[O-]
HOMO level	-2.452	eV



Model B:
Molecular formula: C6H14NO
Method: DFT, ωB97M-V/def2-TZVPD

```
22
C6H14NO ωB97M-V/def2-TZVPD
C 0.57 -1.33 -0.59
C 1.13 0.02 -0.39
C 2.41 0.27 0.48
O 3.21 1.21 -0.03
C -0.76 -1.53 0.26
N -1.81 -0.75 -0.21
C -2.24 0.28 0.71
C -2.55 1.56 -0.08
H 1.35 -2.03 -0.25
H 0.37 -1.61 -1.63
H 1.67 0.70 -1.34
H 0.34 0.68 -0.06
H 2.05 0.47 1.51
H 2.90 -0.73 0.60
H -0.39 -1.33 1.29
H -1.02 -2.60 0.14
H 1.43 1.01 -2.00
H -1.49 0.50 1.48
H -3.16 -0.04 1.24
H -3.02 1.22 -0.99
H -3.18 2.30 0.41
H -1.61 2.04 -0.37
```

charge	-1
E_LUMO	2.53	eV
HOMO level	-2.382	eV



Model C:
Molecular formula: C6H14NO
Method: DFT, ωB97M-V/def2-TZVPD

```
22
C6H14NO ωB97M-V/def2-TZVPD
C -1.45 1.50 0.73
N -1.65 0.18 0.13
C -2.42 -0.60 1.06
C -0.35 -0.48 -0.17
C 0.55 0.40 -1.01
C 1.84 -0.31 -1.46
C 2.69 -0.67 -0.20
O 3.17 0.39 0.45
H -0.86 2.21 0.17
H -2.45 1.93 0.87
H -1.10 1.37 1.74
H -3.43 -0.15 1.13
H -2.41 -1.64 0.74
H -2.19 -0.54 2.15
H -0.59 -1.45 -0.63
H 0.14 -0.73 0.78
H -0.04 0.84 -1.82
H 0.96 1.20 -0.39
H 2.45 0.41 -2.01
H 1.62 -1.20 -2.06
H 3.48 -1.36 -0.62
H 2.06 -1.33 0.45
```

charge	-1
E_LUMO	3.62	eV
SMILES string	CN(C)CCCC[O-]
HOMO level	-2.264	eV



Model D:
Molecular formula: C6H14NO
Method: DFT, ωB97M-V/def2-TZVPD

```
22
C6H14NO ωB97M-V/def2-TZVPD
C 0.93 -3.68 -0.12
C 0.41 -2.35 -0.70
C 0.69 -1.09 0.10
N 0.09 0.07 -0.66
C -1.23 0.44 -0.10
C -1.35 1.96 -0.19
C -0.41 2.67 0.87
O 0.89 2.33 0.70
H 2.02 -3.68 -0.22
H 0.62 -4.55 -0.68
H 0.69 -3.88 0.91
H -0.71 -2.45 -0.74
H 0.73 -2.27 -1.78
H 1.75 -0.80 -0.06
H 0.32 -1.13 1.12
H 0.74 0.85 -0.62
H -1.99 -0.04 -0.72
H -1.20 0.09 0.93
H -1.16 2.56 -1.09
H -2.42 2.26 -0.14
H -0.56 3.77 0.99
H -0.69 2.24 1.88
```

charge	-1
E_LUMO	3.65	eV
SMILES string	CCCNCCC[O-]
HOMO level	-2.313	eV



In terms of stability, model A leads; the second structure lies 0.0155 hartree higher.



Model A:
Molecular formula: CH3NO
Method: DFT, ωB97M-V/def2-TZVPD

```
6
CH3NO ωB97M-V/def2-TZVPD
C 1.00 -0.06 0.23
N -0.31 0.07 0.50
O -1.22 0.09 -0.61
H 1.03 -0.19 -0.94
H 1.69 0.40 1.04
H -2.19 -0.30 -0.21
```

E_LUMO	0.89	eV
SMILES string	C=NO
HOMO level	-9.793	eV



Model B:
Molecular formula: CH3NO
Method: DFT, ωB97M-V/def2-TZVPD

```
6
CH3NO ωB97M-V/def2-TZVPD
C -0.06 0.34 -0.41
N -0.32 -0.49 0.56
O 1.42 1.44 -0.48
H -0.59 0.38 -1.30
H -0.68 -1.37 0.24
H 0.23 -0.30 1.40
```

E_LUMO (alpha / beta)	-0.02 / -0.02	eV
HOMO level (alpha / beta)	-8.891 / -8.891	eV



In terms of stability, model A leads; the second structure lies 0.0548 hartree higher.



Model A:
Molecular formula: C5H34N2O10
Method: DFT, ωB97M-V/def2-TZVPD

```
51
C5H34N2O10 ωB97M-V/def2-TZVPD
C 2.55 -2.48 -2.17
N 1.50 -1.47 -2.35
C 0.31 -1.61 -1.37
C -0.77 -2.70 -1.88
C -1.69 -3.30 -0.72
C -2.91 -2.57 0.02
N -2.34 -1.28 0.47
H 3.49 -1.92 -2.23
H 2.37 -3.25 -1.35
H 2.58 -3.23 -3.02
H 1.23 -1.35 -3.25
H -0.24 -0.70 -1.33
H 0.61 -1.89 -0.40
H -0.28 -3.48 -2.53
H -1.59 -2.23 -2.56
H -0.95 -3.74 0.05
H -2.22 -4.28 -1.12
H -3.72 -2.32 -0.66
H -3.20 -3.23 0.90
H -3.03 -0.61 0.93
H -1.58 -1.42 1.18
O 0.38 4.21 -2.28
H 0.38 3.24 -2.44
H 1.28 4.36 -2.04
O 3.12 0.85 -0.99
H 2.47 0.30 -0.66
H 3.64 0.38 -1.61
O 0.29 3.07 2.01
H 0.68 2.79 1.17
H 0.91 2.91 2.68
O 2.66 1.85 3.38
H 2.76 0.83 3.34
H 3.24 2.33 2.87
O 2.60 3.03 0.53
H 3.11 2.62 1.24
H 3.09 2.66 -0.37
O 1.57 -0.79 2.34
H 0.90 -0.79 1.60
H 0.95 -0.82 3.04
O -3.37 2.70 -0.13
H -2.73 2.32 -0.74
H -4.07 3.02 -0.72
O -0.80 -0.23 3.12
H -1.00 0.54 2.49
H -1.66 -0.75 3.09
O -1.44 1.10 -1.13
H -1.76 0.36 -0.58
H -1.00 1.80 -0.68
O -2.00 1.40 1.60
H -1.44 2.20 1.39
H -2.89 1.59 1.85
```

E_LUMO	0.31	eV
SMILES string	CNCCCCN.O.O.O.O.O.O.O.O.O.O
HOMO level	-8.930	eV



Model B:
Molecular formula: C5H34N2O10
Method: DFT, ωB97M-V/def2-TZVPD

```
51
C5H34N2O10 ωB97M-V/def2-TZVPD
C 2.57 0.04 -2.78
N 2.34 -1.21 -2.05
C 1.35 -1.13 -0.98
C 1.80 -1.90 0.29
C 2.02 -1.02 1.55
C 0.65 -0.49 1.96
N 0.69 0.16 3.30
H 3.19 0.80 -2.28
H 3.01 -0.25 -3.74
H 1.64 0.60 -2.91
H 3.24 -1.49 -1.70
H 0.43 -1.59 -1.34
H 1.06 -0.11 -0.71
H 2.77 -2.31 0.00
H 1.10 -2.69 0.53
H 2.68 -0.22 1.20
H 2.44 -1.68 2.30
H 0.23 0.20 1.24
H -0.11 -1.28 1.97
H -0.27 0.39 3.52
H 0.89 -0.57 3.98
O -2.94 0.30 -2.86
H -2.39 1.09 -2.83
H -2.41 -0.39 -3.27
O -0.61 -0.44 -4.30
H -0.37 0.43 -4.63
H 0.18 -0.97 -4.45
O -2.37 -0.30 -0.29
H -2.26 0.62 -0.56
H -3.12 -0.62 -0.80
O 1.14 2.61 -1.19
H 1.43 2.09 -0.43
H 0.83 3.47 -0.90
O -1.42 2.55 -2.06
H -1.60 2.72 -1.13
H -0.50 2.29 -2.20
O 3.28 1.51 3.51
H 2.88 0.81 4.03
H 2.56 1.97 3.08
O -2.10 -3.33 2.75
H -2.24 -2.38 2.71
H -1.83 -3.64 1.87
O -0.50 2.92 1.30
H -1.29 2.39 1.08
H -0.79 3.31 2.13
O -1.29 -2.95 0.12
H -1.55 -3.67 -0.48
H -1.79 -2.20 -0.22
O -2.58 1.41 1.94
H -2.43 0.75 1.23
H -3.33 1.13 2.49
```

E_LUMO	-0.05	eV
SMILES string	CNCCCCN.O.O.O.O.O.O.O.O.O.O
HOMO level	-8.768	eV



In terms of stability, model B leads; the second structure lies 0.0850 hartree higher.